{"formula": "C54H55N6P2Pd", "method": "the ωB97M-V functional and the def2-TZVPD basis", "multiplicity": 5, "relative_energy_ev": 0.0000, "energy_ha": -3228.7768, "homo_lumo_gap_ev": [8.39, 5.31], "e_homo_ev": [-14.76, -15.28], "total_charge": 3, "fmax_ha_per_bohr": 0.1092, "species": ["Pd", "C", "C", "C", "C", "C", "C", "C", "N", "C", "N", "C", "C", "C", "C", "C", "C", "C", "N", "C", "C", "C", "C", "C", "C", "C", "H", "H", "H", "H", "H", "H", "H", "H", "H", "H", "H", "H", "H", "H", "H", "H", "H", "H", "H", "H", "H", "H", "C", "N", "C", "P", "C", "C", "C", "C", "C", "C", "C", "C", "C", "C", "C", "C", "C", "C", "C", "C", "C", "C", "P", "C", "C", "C", "C", "C", "C", "C", "C", "C", "C", "C", "C", "H", "H", "H", "H", "H", "H", "H", "H", "H", "H", "H", "H", "H", "H", "H", "H", "H", "H", "H", "H", "H", "H", "H", "H", "H", "H", "H", "H", "H", "N", "N", "H", "H", "H", "H"], "positions_angstrom": [[0.2970, -0.5157, 0.3301], [-2.6736, -3.5054, 5.9595], [-3.2166, -2.1649, 5.7273], [-3.6797, -1.4811, 6.8743], [-4.1419, -0.1815, 6.7976], [-3.9878, 0.5006, 5.5688], [-3.4862, -0.1285, 4.4178], [-3.1582, -1.4818, 4.5218], [-2.6509, -2.0793, 3.2968], [-1.7154, -1.4616, 2.6287], [-0.7152, -0.8517, 3.5294], [0.1228, 0.0919, 3.3394], [0.6543, 0.6622, 2.0436], [1.5076, 1.7232, 2.0377], [2.0537, 2.2212, 3.2359], [1.7153, 1.6344, 4.4320], [0.7120, 0.6590, 4.5287], [0.3468, 0.1731, 5.8448], [-1.4905, -1.5834, 1.3908], [-2.5657, -2.2530, 0.7009], [-2.3806, -3.6415, 0.5412], [-3.1501, -4.4225, -0.2512], [-4.2209, -3.8026, -0.9106], [-4.4211, -2.4658, -0.7645], [-3.6738, -1.6787, 0.1494], [-4.0495, -0.2507, 0.3723], [-1.7724, -3.3208, 6.5849], [-2.3837, -3.9417, 5.0340], [-3.3504, -4.2022, 6.4644], [-3.6193, -2.0720, 7.7883], [-4.4655, 0.3327, 7.6592], [-4.3068, 1.5067, 5.4977], [-3.4781, 0.3793, 3.4359], [-3.2262, -2.7025, 2.7520], [-0.8461, -1.1492, 4.5448], [1.8275, 2.2724, 1.1564], [2.5996, 3.1506, 3.2056], [2.1743, 1.9891, 5.3346], [0.7934, 0.8752, 6.5707], [0.6252, -0.8502, 6.1352], [-0.7012, 0.3137, 6.1234], [-1.6092, -4.1616, 1.0651], [-3.0157, -5.4787, -0.3947], [-4.9242, -4.3649, -1.5229], [-5.1248, -1.9858, -1.3265], [-4.6361, 0.1769, -0.4441], [-3.1695, 0.4230, 0.3688], [-4.5457, -0.1037, 1.3448], [2.0328, 0.6025, -2.8089], [1.6521, 1.9209, -2.6871], [0.7430, 2.1611, -1.5687], [-0.6346, 0.9380, -1.3206], [-1.0370, 0.2291, -2.9960], [-1.4427, -1.0615, -2.9292], [-1.9242, -1.7553, -4.0849], [-2.1246, -1.0051, -5.2027], [-1.6141, 0.2850, -5.2970], [-1.1280, 0.9248, -4.1588], [-2.0381, 2.0576, -0.9647], [-2.9727, 2.3143, -1.9751], [-3.9825, 3.2600, -1.6484], [-4.0184, 3.8757, -0.4405], [-3.0600, 3.5959, 0.5473], [-2.0651, 2.6969, 0.2742], [2.0961, 2.8694, -3.5007], [2.1796, 4.2394, -3.2710], [2.6186, 5.1284, -4.2426], [3.2650, 4.7182, -5.4077], [3.2620, 3.3800, -5.6123], [2.7654, 2.4566, -4.7051], [2.5004, -0.2965, -1.1474], [4.0006, 0.7113, -0.7146], [4.1183, 0.9833, 0.6376], [5.1499, 1.8063, 1.0893], [5.9620, 2.4241, 0.1703], [5.9138, 2.0533, -1.2377], [4.8555, 1.2375, -1.6834], [3.1764, -1.7459, -2.0258], [4.4396, -2.1791, -1.5398], [5.0033, -3.2889, -2.1672], [4.2434, -3.9773, -3.0964], [2.9403, -3.5832, -3.5209], [2.4088, -2.4134, -2.9757], [2.8612, 0.3881, -3.4967], [1.1658, 0.0506, -3.1106], [0.2854, 3.1830, -1.6902], [1.1027, 2.0558, -0.5500], [-1.2866, -1.5462, -1.9809], [-2.2378, -2.7505, -3.9651], [-2.6432, -1.4868, -6.0899], [-1.7423, 0.9235, -6.1175], [-0.8781, 2.0219, -4.3358], [-2.9507, 1.8460, -2.9725], [-4.8052, 3.4035, -2.2612], [-4.8012, 4.6233, -0.2068], [-3.1058, 4.0817, 1.5344], [-1.3258, 2.4234, 1.0850], [1.8608, 4.5972, -2.2670], [2.5382, 6.1917, -4.1720], [3.5974, 5.3754, -6.2539], [3.7012, 3.0500, -6.5178], [2.7225, 1.4193, -4.9371], [3.4254, 0.6352, 1.3451], [5.2910, 2.0520, 2.1532], [6.7306, 3.0556, 0.5243], [6.6311, 2.4867, -1.9238], [4.8105, 0.9833, -2.7794], [5.0195, -1.5643, -0.8083], [6.0660, -3.5469, -1.9848], [4.8171, -4.7625, -3.5659], [2.3488, -4.2640, -4.1470], [1.4155, -2.1716, -3.1604], [1.4379, -2.7636, 0.8369], [0.6971, -3.0211, -0.4423], [2.4326, -2.7438, 0.6753], [1.2743, -3.4230, 1.5750], [0.0339, -3.8071, -0.4021], [1.3487, -3.3611, -1.0979]]}

=====

{"formula": "C54H57N12OPbSSe", "method": "the ωB97M-V functional and the def2-TZVPD basis", "relative_energy_ev": 0.9902, "energy_ha": -5816.5177, "homo_lumo_gap_ev": 4.94, "e_homo_ev": -9.20, "total_charge": 1, "fmax_ha_per_bohr": 0.0187, "species": ["Pb", "C", "N", "C", "C", "C", "C", "C", "N", "C", "C", "C", "C", "C", "C", "H", "H", "H", "H", "H", "H", "H", "H", "H", "H", "H", "C", "O", "C", "C", "C", "C", "C", "C", "C", "N", "C", "C", "N", "C", "C", "C", "C", "N", "C", "C", "N", "C", "C", "C", "C", "H", "H", "H", "H", "H", "H", "H", "H", "H", "H", "H", "H", "H", "H", "Se", "N", "C", "C", "C", "C", "N", "C", "N", "H", "H", "H", "C", "C", "C", "C", "C", "C", "C", "C", "C", "C", "C", "C", "N", "H", "H", "H", "H", "H", "H", "H", "H", "H", "H", "H", "H", "H", "H", "H", "H", "H", "C", "C", "N", "C", "S", "N", "C", "C", "H", "H", "H", "H", "H", "H", "H", "H", "H", "H", "H", "H"], "positions_angstrom": [[-0.3127, 0.0295, -0.0268], [0.0452, 2.6165, 2.3106], [-0.8720, 1.8016, 1.5177], [-2.1355, 1.8742, 1.7984], [-3.0939, 0.9720, 1.2932], [-4.4754, 0.8988, 1.5554], [-4.9317, -0.2465, 0.9178], [-3.8082, -0.8240, 0.3026], [-2.7102, -0.0974, 0.5174], [-0.1784, 4.1061, 2.1978], [-0.1735, 4.7096, 0.9452], [-0.2946, 6.0839, 0.8278], [-0.4194, 6.8703, 1.9655], [-0.4571, 6.2724, 3.2147], [-0.3449, 4.8927, 3.3297], [1.0594, 2.3830, 1.9818], [-0.0396, 2.3227, 3.3629], [-2.4925, 2.6338, 2.4994], [-5.0543, 1.5959, 2.1420], [-5.9412, -0.6237, 0.8896], [-3.7671, -1.7369, -0.2770], [-0.0681, 4.0815, 0.0711], [-0.2809, 6.5455, -0.1517], [-0.4896, 7.9464, 1.8782], [-0.5661, 6.8776, 4.1052], [-0.3724, 4.4293, 4.3093], [14.0386, 0.1712, -1.3041], [13.3020, 0.1990, -0.0942], [11.9606, 0.1046, -0.1574], [11.2185, 0.0324, -1.3332], [9.8403, -0.0661, -1.2704], [9.1710, -0.0927, -0.0492], [9.9264, -0.0272, 1.1259], [11.2972, 0.0737, 1.0714], [7.7164, -0.1690, -0.0435], [6.9617, -0.2532, -1.1172], [5.6748, -0.2768, -0.6677], [5.6384, -0.2022, 0.7129], [6.9533, -0.1404, 1.0956], [4.4277, -0.1863, 1.4554], [4.3520, -0.1590, 2.8563], [3.1243, -0.1226, 3.4662], [1.9810, -0.0813, 2.6651], [2.0255, -0.1184, 1.3472], [3.2154, -0.2034, 0.7192], [3.2416, -0.3343, -0.7328], [2.0704, -0.4359, -1.3890], [2.0784, -0.6041, -2.6923], [3.2468, -0.6710, -3.4580], [4.4533, -0.5530, -2.8160], [4.4702, -0.3829, -1.4248], [15.0849, 0.1926, -1.0140], [13.8141, 1.0421, -1.9249], [13.8379, -0.7423, -1.8693], [11.7035, 0.0579, -2.2987], [9.2523, -0.1281, -2.1751], [9.4497, -0.0657, 2.0979], [11.8944, 0.1306, 1.9713], [7.3030, -0.0866, 2.0352], [5.2577, -0.1831, 3.4494], [3.0330, -0.1218, 4.5432], [0.9925, -0.0169, 3.1039], [1.1077, -0.7013, -3.1645], [3.1920, -0.8071, -4.5291], [5.3966, -0.5985, -3.3439], [-2.5316, -0.5046, 5.1351], [-2.9159, -2.1906, 4.8988], [-2.2347, -2.6040, 3.8464], [-2.2042, -3.9290, 3.3486], [-1.4275, -4.1612, 2.2582], [-0.7211, -3.0951, 1.6371], [-0.6991, -1.8591, 2.0600], [-1.4179, -1.5952, 3.1895], [-1.4292, -0.4134, 3.7793], [-2.7768, -4.7071, 3.8343], [-1.3405, -5.1582, 1.8492], [-0.1606, -3.2837, 0.7288], [-2.8104, -0.1951, -2.9418], [-2.5994, 0.9844, -3.8893], [-3.2768, 2.2452, -3.3322], [-1.1506, 1.2765, -4.1915], [-0.6945, 1.1564, -5.4800], [0.5381, 1.6749, -5.8825], [1.2928, 2.4181, -4.9726], [0.9432, 2.5316, -3.6525], [1.6830, 3.5185, -2.7807], [2.1723, 2.9886, -1.4341], [0.7662, 4.7424, -2.6029], [-0.2359, 1.7995, -3.1587], [-0.4453, 1.5937, -1.9124], [-3.8478, -0.5271, -2.9916], [-2.5966, 0.1057, -1.9208], [-2.1639, -1.0357, -3.1947], [-3.0774, 0.7457, -4.8440], [-2.8103, 2.5539, -2.3967], [-4.3327, 2.0491, -3.1448], [-3.2114, 3.0680, -4.0461], [-1.3403, 0.6931, -6.2163], [0.8552, 1.5882, -6.9125], [2.1712, 2.9436, -5.3258], [2.5628, 3.8460, -3.3404], [1.3613, 2.5098, -0.8843], [2.5705, 3.8084, -0.8351], [2.9648, 2.2545, -1.5745], [-0.1325, 4.4664, -2.0504], [0.4593, 5.1285, -3.5754], [1.2863, 5.5281, -2.0544], [-2.1316, -6.9957, -3.7863], [-2.8991, -5.8093, -3.2100], [-2.0329, -4.8484, -2.5392], [-1.3109, -3.8130, -2.9915], [-0.2349, -3.0594, -1.9129], [-1.4030, -3.3191, -4.2332], [-2.1326, -3.7779, -5.4078], [-3.5184, -3.1505, -5.5331], [-2.8219, -7.6999, -4.2504], [-1.5852, -7.5176, -3.0007], [-1.4069, -6.6728, -4.5347], [-3.5970, -6.1714, -2.4548], [-3.4880, -5.3175, -3.9817], [-1.7491, -5.1072, -1.6086], [-0.8225, -2.5076, -4.3617], [-2.2000, -4.8640, -5.3930], [-1.5352, -3.4995, -6.2762], [-4.1059, -3.3070, -4.6280], [-4.0491, -3.5901, -6.3776], [-3.4410, -2.0753, -5.6970]]}

=====

{"formula": "C54H59MnN4SSb", "method": "the ωB97M-V functional and the def2-TZVPD basis", "multiplicity": 6, "relative_energy_ev": 0.5800, "energy_ha": -4101.6277, "homo_lumo_gap_ev": [4.94, 5.66], "e_homo_ev": [-5.88, -6.76], "fmax_ha_per_bohr": 0.0163, "species": ["Mn", "C", "C", "C", "C", "C", "C", "C", "C", "C", "C", "C", "C", "C", "C", "C", "C", "N", "C", "C", "C", "N", "C", "C", "C", "N", "C", "C", "C", "C", "C", "C", "C", "C", "C", "C", "C", "C", "N", "C", "C", "H", "H", "H", "H", "H", "H", "H", "H", "H", "H", "H", "H", "H", "H", "H", "H", "H", "H", "H", "H", "H", "H", "H", "H", "H", "H", "H", "H", "H", "H", "H", "H", "H", "H", "H", "H", "H", "H", "H", "H", "H", "H", "H", "H", "S", "Sb", "C", "C", "C", "C", "C", "C", "C", "C", "C", "C", "C", "C", "C", "C", "C", "C", "C", "C", "H", "H", "H", "H", "H", "H", "H", "H", "H", "H", "H", "H", "H", "H", "H"], "positions_angstrom": [[0.2517, 0.4685, -0.7256], [2.8514, 6.0968, 0.2962], [2.7376, 5.0398, 1.3940], [1.6483, 4.0545, 1.1301], [0.3899, 4.0181, 1.6520], [-0.2421, 4.9537, 2.6281], [-1.0880, 6.0252, 1.9440], [-0.2714, 2.8907, 1.0440], [-1.5607, 2.4950, 1.3484], [-2.2106, 1.4052, 0.8007], [-3.5519, 1.0039, 1.1476], [-4.4515, 1.7334, 2.0864], [-5.1682, 2.9036, 1.4134], [-3.8135, -0.1223, 0.4296], [-2.6407, -0.3833, -0.3659], [-2.5261, -1.4398, -1.2474], [-1.4323, -1.6858, -2.0551], [-0.2711, -0.9593, -2.0572], [0.5252, -1.5399, -3.0048], [1.8222, -1.1557, -3.2992], [2.4999, -0.1161, -2.6912], [1.9774, 0.7146, -1.7359], [2.9824, 1.5906, -1.4191], [2.8812, 2.6256, -0.5078], [1.7422, 2.9478, 0.2079], [0.5610, 2.2645, 0.1555], [4.1644, 1.3118, -2.1952], [3.8613, 0.2501, -2.9946], [4.7172, -0.4117, -4.0250], [4.4222, 0.0891, -5.4380], [5.4322, 2.1009, -2.1363], [5.3596, 3.3873, -2.9583], [-0.1651, -2.6273, -3.6516], [-1.3772, -2.7361, -3.0391], [-2.4826, -3.6931, -3.3396], [-3.5343, -3.0930, -4.2703], [0.3863, -3.4571, -4.7630], [1.3086, -4.5751, -4.2784], [-1.6805, 0.5629, -0.1352], [-5.0641, -0.9334, 0.3960], [-5.9545, -0.5887, -0.7966], [3.6690, 6.7875, 0.4992], [1.9288, 6.6721, 0.2195], [3.0281, 5.6333, -0.6749], [2.5542, 5.5279, 2.3540], [3.6906, 4.5153, 1.5032], [0.5365, 5.4268, 3.2298], [-0.8614, 4.3906, 3.3320], [-0.4761, 6.6272, 1.2724], [-1.5478, 6.6889, 2.6747], [-1.8791, 5.5720, 1.3465], [-2.0986, 3.0745, 2.0844], [-3.8783, 2.0937, 2.9390], [-5.1852, 1.0353, 2.4965], [-4.4508, 3.6104, 0.9951], [-5.7995, 3.4372, 2.1231], [-5.7958, 2.5538, 0.5942], [-3.3672, -2.1116, -1.3328], [2.3481, -1.7187, -4.0560], [3.7563, 3.2389, -0.3526], [4.5794, -1.4956, -3.9804], [5.7689, -0.2342, -3.7866], [3.3764, -0.0734, -5.6983], [5.0418, -0.4224, -6.1731], [4.6143, 1.1588, -5.5150], [6.2572, 1.4824, -2.4977], [5.6703, 2.3398, -1.0964], [5.1805, 3.1634, -4.0095], [6.2869, 3.9534, -2.8832], [4.5422, 4.0223, -2.6167], [-2.9502, -4.0184, -2.4064], [-2.0624, -4.5958, -3.7884], [-3.9726, -2.1955, -3.8340], [-4.3353, -3.8037, -4.4682], [-3.0872, -2.8065, -5.2227], [0.9190, -2.8137, -5.4688], [-0.4416, -3.8923, -5.3282], [2.1626, -4.1754, -3.7285], [1.6855, -5.1600, -5.1166], [0.7714, -5.2405, -3.6063], [-5.6168, -0.7763, 1.3255], [-4.8122, -1.9973, 0.3744], [-6.2556, 0.4577, -0.7623], [-6.8537, -1.2034, -0.8044], [-5.4259, -0.7451, -1.7372], [1.0964, -0.8653, 1.0272], [0.3607, -2.3772, 2.6898], [-0.4785, -3.7181, 1.0525], [-1.6445, -4.4480, 1.2275], [-2.0026, -5.4343, 0.3182], [-1.1651, -5.7299, -0.7484], [0.0174, -5.0196, -0.9083], [0.3522, -4.0139, -0.0190], [-1.2630, -1.2538, 3.5339], [-1.0388, 0.0833, 3.8351], [-2.0384, 0.8434, 4.4161], [-3.2804, 0.2841, 4.6784], [-3.5149, -1.0439, 4.3656], [-2.5025, -1.8106, 3.8067], [1.9963, -1.6760, 4.0868], [1.6944, -1.5341, 5.4320], [2.6864, -1.2054, 6.3451], [3.9958, -1.0459, 5.9153], [4.3017, -1.2070, 4.5713], [3.3054, -1.5187, 3.6607], [-2.2962, -4.2532, 2.0714], [-2.9263, -5.9828, 0.4514], [-1.4274, -6.5160, -1.4449], [0.6829, -5.2511, -1.7286], [1.2563, -3.4360, -0.1724], [-0.0808, 0.5324, 3.5983], [-1.8479, 1.8814, 4.6608], [-4.0636, 0.8824, 5.1266], [-4.4805, -1.4883, 4.5667], [-2.6926, -2.8542, 3.5908], [0.6734, -1.6631, 5.7792], [2.4376, -1.0776, 7.3899], [4.7746, -0.7984, 6.6243], [5.3212, -1.0823, 4.2310], [3.5413, -1.6010, 2.6067]]}